Computed, not measured: a single C4H5F2NO molecule, with ωB97M-V/def2-TZVPD.

HOMO-LUMO gap, eV: 11.08
Largest force on an atom, eV/Å: 8.8
LUMO, eV: 0.45
Structure (SMILES): C[C@@H]1ON=CC1(F)F

The geometry in ORCA input format:
```
! RIJCOSX wB97M-V def2-TZVPD def2/J DEFGRID3
* xyz 0 1
C 0.745 1.332 -0.085
C 0.262 0.193 0.532
O 1.401 -0.710 0.485
N 0.861 -1.796 -0.189
C -0.344 -1.589 -0.660
C -0.972 -0.398 0.121
F -1.691 -0.746 1.246
F -1.872 0.279 -0.704
H -0.202 2.062 -0.271
H 1.636 1.740 0.419
H 1.089 1.256 -1.291
H -0.100 0.617 1.664
H -0.812 -2.239 -1.267
*
```